one | C10H13O2 | ωB97M-V/def2-TZVPD

Computed properties:
- expectation value of S² = 0.75
- HOMO (alpha / beta) (eV) = -8.98 / -8.98
- spin multiplicity = 2

Last columns: bonded neighbours and bond lengths (Å).
CARTESIAN COORDINATES (ANGSTROEM)
1 C -0.1371 2.1235 1.8691  C2 1.547, C3 1.517, H6 1.092, H7 1.089
2 C 0.8116 2.8964 2.8161  C1 1.547, H8 1.093, H9 1.087, H10 1.084
3 C -0.7903 3.1017 0.9111  C1 1.517, O4 1.286, O5 1.212
4 O -2.0304 3.2673 1.2071  C3 1.286
5 O -0.2001 3.6317 -0.0058  C3 1.212
6 H 0.4816 1.4224 1.3054  C1 1.092
7 H -0.8207 1.5509 2.4944  C1 1.089
8 H 0.1574 3.5053 3.4463  C2 1.093
9 H 1.4292 3.6015 2.2651  C2 1.087
10 H 1.4339 2.2012 3.3685  C2 1.084
11 C 0.5696 -3.7099 -0.4047  C17 1.501, H23 1.084, H24 1.102, H25 1.099
12 C -0.4937 0.0064 -2.2073  C13 1.403, C14 1.378, H18 1.080
13 C -1.3142 -0.5664 -1.2239  C12 1.403, C15 1.383, H19 1.088
14 C 0.6221 -0.6888 -2.6196  C12 1.378, C16 1.391, H20 1.081
15 C -1.0874 -1.7690 -0.5787  C13 1.383, C17 1.414, H21 1.077
16 C 0.8512 -1.9502 -2.0810  C14 1.391, C17 1.396, H22 1.080
17 C 0.0659 -2.4458 -1.0383  C11 1.501, C15 1.414, C16 1.396
18 H -0.9328 0.8777 -2.6709  C12 1.080
19 H -2.1943 0.0246 -0.9795  C13 1.088
20 H 1.3480 -0.2287 -3.2757  C14 1.081
21 H -1.5974 -2.2469 0.2404  C15 1.077
22 H 1.7457 -2.4918 -2.3514  C16 1.080
23 H 0.8745 -4.4703 -1.1146  C11 1.084
24 H -0.1180 -4.2194 0.2893  C11 1.102
25 H 1.3259 -3.4233 0.3388  C11 1.099

two | C10H13O2 | ωB97M-V/def2-TZVPD

Computed properties:
- expectation value of S² = 0.76
- HOMO (alpha / beta) (eV) = -8.76 / -8.76
- spin multiplicity = 2

Last columns: bonded neighbours and bond lengths (Å).
CARTESIAN COORDINATES (ANGSTROEM)
1 C -0.9586 0.8968 -2.1631  C2 1.454, C3 1.571, H6 1.180, H7 1.045
2 C -0.6580 0.1589 -3.3793  C1 1.454, H8 1.121, H9 1.153, H10 1.106
3 C 0.1494 1.8310 -1.5566  C1 1.571, O4 1.194, O5 1.179
4 O -0.2415 2.2268 -0.5001  C3 1.194
5 O 1.0482 2.0063 -2.2987  C3 1.179
6 H -1.6809 1.8224 -2.2780  C1 1.180
7 H -1.3164 0.2972 -1.3858  C1 1.045
8 H -0.3470 -0.8662 -3.0478  C2 1.121
9 H 0.2105 0.4722 -4.0697  C2 1.153
10 H -1.3072 0.1718 -4.2743  C2 1.106
11 C 1.7231 0.8984 1.0344  C17 1.465, H23 1.042, H24 1.020, H25 1.077
12 C -0.9779 -2.0227 2.2572  C13 1.382, C14 1.381, H18 1.089
13 C -1.2167 -0.6891 2.5320  C12 1.382, C15 1.339, H19 1.057
14 C 0.1466 -2.4947 1.6095  C12 1.381, C16 1.408, H20 0.997
15 C -0.3015 0.2391 2.2238  C13 1.339, C17 1.413, H21 1.148
16 C 1.1081 -1.5095 1.3152  C14 1.408, C17 1.378, H22 1.064
17 C 0.8820 -0.1742 1.5712  C11 1.465, C15 1.413, C16 1.378
18 H -1.6839 -2.8395 2.3987  C12 1.089
19 H -2.0544 -0.1849 2.9342  C13 1.057
20 H 0.2492 -3.3924 1.1892  C14 0.997
21 H -0.5806 1.3506 2.2923  C15 1.148
22 H 2.0480 -1.8401 0.9429  C16 1.064
23 H 1.9811 1.6381 1.7211  C11 1.042
24 H 1.1278 1.3872 0.3660  C11 1.020
25 H 2.6504 0.6164 0.5656  C11 1.077

Stability comparison, relative energies in eV: one 0.000; two 1.855

one | C2H5Br2P | ωB97M-V/def2-TZVPD

Computed properties:
- structure (SMILES) = BrPBr.C=C
- HOMO (eV) = -9.68

Last columns: bonded neighbours and bond lengths (Å).
CARTESIAN COORDINATES (ANGSTROEM)
1 Br -4.1674 0.2147 0.0792  P2 2.278
2 P -2.0323 -0.5111 -0.2428  Br1 2.278, Br3 2.132, H4 1.453
3 Br -2.2354 -2.6032 -0.5986  P2 2.132
4 H -2.3432 0.0351 -1.5524  P2 1.453
5 C 1.2713 0.8310 0.5011  C6 1.290, H7 1.158, H8 1.060
6 C 2.3630 0.1817 0.2768  C5 1.290, H9 1.135, H10 1.145
7 H 0.5262 1.1549 -0.3246  C5 1.158
8 H 0.7381 0.9775 1.4058  C5 1.060
9 H 2.8693 -0.1070 -0.6970  C6 1.135
10 H 3.0104 -0.1737 1.1524  C6 1.145

two | C2H5Br2P | ωB97M-V/def2-TZVPD

Computed properties:
- structure (SMILES) = BrCBr.C=P
- HOMO (eV) = -9.94

Last columns: bonded neighbours and bond lengths (Å).
CARTESIAN COORDINATES (ANGSTROEM)
1 Br -2.0548 0.2207 0.2217  C2 1.861
2 C -0.7971 -0.8542 1.0727  Br1 1.861, Br3 2.133, H4 1.129, H5 1.137
3 Br -0.8031 -2.7716 0.1378  C2 2.133
4 H 0.1173 -0.6344 0.4486  C2 1.129
5 H -0.7787 -1.0787 2.1875  C2 1.137
6 C 0.4856 1.3101 -1.0023  P7 1.643, H8 1.087, H9 1.104
7 P 1.7054 0.2585 -1.3278  C6 1.643, H10 1.412
8 H -0.1965 1.6595 -1.7737  C6 1.087
9 H 0.2237 1.6694 0.0080  C6 1.104
10 H 2.0982 0.2206 0.0276  P7 1.412

Stability comparison, relative energies in eV: one 0.000; two 1.818

one | C10H12N3O | ωB97M-V/def2-TZVPD

Computed properties:
- total charge = +1
- HOMO (eV) = -12.12

Last columns: bonded neighbours and bond lengths (Å).
CARTESIAN COORDINATES (ANGSTROEM)
1 C -2.6219 -2.3570 -0.2321  C2 1.363, C3 1.362, H15 1.148
2 C -1.2960 -2.3965 -0.5465  C1 1.363, C4 1.407, H16 1.124
3 C -3.2422 -1.1987 0.1265  C1 1.362, C7 1.447, H17 1.116
4 C -0.5021 -1.2391 -0.6443  C2 1.407, C8 1.381, H18 1.112
5 C -2.7255 1.3432 0.5764  C6 1.284, C7 1.497, H19 1.064
6 C -1.6986 2.0842 0.3627  C5 1.284, N11 1.428, H20 1.159
7 C -2.3770 -0.0386 0.1196  C3 1.447, C5 1.497, C8 1.367
8 C -1.0562 -0.0424 -0.2333  C4 1.381, C7 1.367, N11 1.402
9 C 3.5335 -1.1785 -0.2115  N12 1.312, O14 1.227, H24 1.146
10 C 0.5999 1.7153 -0.2512  N11 1.298, N13 1.352, H21 1.062
11 N -0.6150 1.2821 -0.1068  C6 1.428, C8 1.402, C10 1.298
12 N 4.5426 -0.7326 0.4983  C9 1.312, H22 1.037, H23 1.023
13 N 1.0961 2.9662 -0.1199  C10 1.352, H25 0.992, H26 1.003
14 O 2.6422 -0.3596 -0.4121  C9 1.227
15 H -3.2678 -3.3052 -0.2572  C1 1.148
16 H -1.0694 -3.4330 -0.9182  C2 1.124
17 H -4.3312 -1.0126 0.2824  C3 1.116
18 H 0.5748 -1.2888 -0.9169  C4 1.112
19 H -3.6439 1.5991 1.0489  C5 1.064
20 H -1.4716 3.2154 0.4687  C6 1.159
21 H 1.3737 1.0267 -0.4833  C10 1.062
22 H 5.0654 -1.4166 1.0758  N12 1.037
23 H 4.3538 0.0658 1.1088  N12 1.023
24 H 3.5445 -2.2543 -0.6066  C9 1.146
25 H 0.5515 3.7474 0.1569  N13 0.992
26 H 2.0405 3.2080 0.1150  N13 1.003

two | C10H12N3O | ωB97M-V/def2-TZVPD

Computed properties:
- total charge = +1
- HOMO (eV) = -11.52

Last columns: bonded neighbours and bond lengths (Å).
CARTESIAN COORDINATES (ANGSTROEM)
1 C 2.8160 1.0794 -0.4196  C2 1.411, C3 1.394, H15 1.076
2 C 3.6472 0.4347 0.5209  C1 1.411, C4 1.386, H16 1.101
3 C 1.5774 0.5625 -0.7981  C1 1.394, C5 1.454, H17 1.098
4 C 2.9606 -0.5623 1.1951  C2 1.386, C6 1.380, H18 1.095
5 C 0.8196 -0.3324 0.0615  C3 1.454, C6 1.362, C10 1.387
6 C 1.6283 -0.8746 1.0139  C4 1.380, C5 1.362, N11 1.441
7 C -0.2197 -1.7783 2.2181  N11 1.256, O14 1.169
8 C -1.4903 -1.0095 -1.0372  C10 1.513, N12 1.490, H19 1.123, H20 1.056
9 C -2.7270 0.6213 -0.1331  N12 1.437, N13 1.574, H21 1.073, H22 1.083
10 C -0.5541 -0.5264 0.0490  C5 1.387, C8 1.513, N13 1.484
11 N 1.0201 -1.6893 2.0347  C6 1.441, C7 1.256, H23 1.008
12 N -2.8804 -0.7386 -0.5728  C8 1.490, C9 1.437, H24 1.068
13 N -1.3413 0.5978 0.6128  C9 1.574, C10 1.484, H25 1.026, H26 1.039
14 O -1.2328 -1.9508 2.7762  C7 1.169
15 H 3.2074 1.8820 -1.0206  C1 1.076
16 H 4.7471 0.4677 0.5690  C2 1.101
17 H 1.0863 0.9939 -1.6805  C3 1.098
18 H 3.5738 -1.1156 1.9147  C4 1.095
19 H -1.3084 -0.4527 -1.9948  C8 1.123
20 H -1.4353 -2.0633 -1.0828  C8 1.056
21 H -2.6325 1.1658 -1.0530  C9 1.073
22 H -3.5848 0.8661 0.4815  C9 1.083
23 H 1.6619 -2.1302 2.6755  N11 1.008
24 H -3.1604 -1.3286 0.2724  N12 1.068
25 H -0.8773 1.4974 0.4467  N13 1.026
26 H -1.4354 0.5095 1.6435  N13 1.039

Stability comparison, relative energies in eV: one 0.000; two 3.075